114
Properties=species:S:1:pos:R:3:forces:R:3:lowdin_charge:R:1 method="wB97M-V/def2-TZVPD" spin_multiplicity=1 homo_energy_ev=-5.7092 lumo_ev=2.2719 largest_force_ev_per_a=1.46 total_charge=-1 gap_ev=7.9811
C 1.6031 3.1820 0.7332 -0.2 0.1 -0.4 -0.051
C 2.0066 2.1878 -0.3271 0.1 0.1 -0.2 -0.524
N 3.2588 2.0430 -0.5615 -0.1 0.0 0.1 0.101
C 0.9013 1.4534 -0.9937 0.4 0.3 0.0 -0.126
Al 0.0959 0.0422 0.1918 0.0 -0.5 0.4 0.145
C 1.4619 -1.1672 1.0209 0.0 0.1 -0.5 -0.215
C 2.3903 -1.8520 0.0057 0.1 -0.1 0.7 -0.720
C 3.8676 -1.9257 0.4311 -0.2 0.3 -0.1 -0.132
Cl 1.7999 -3.5754 -0.2371 0.0 0.1 -0.3 0.542
O -1.0335 0.6218 1.4874 0.0 -0.1 -0.4 -0.242
C -2.2856 0.4696 0.8372 0.0 -0.1 0.1 -0.427
Si -3.7030 1.3096 1.7915 0.1 0.2 0.5 0.556
C -4.2109 0.5880 3.4559 0.0 0.1 -0.4 -0.241
C -5.2877 1.5552 0.7986 0.2 0.2 0.1 -0.171
C -3.0658 3.0473 2.1617 -0.4 -0.3 -0.1 -0.167
C -2.3384 -0.9130 0.1063 1.1 0.6 -0.7 -0.551
C -3.5520 -0.9158 -0.8306 -0.3 -0.7 -0.1 -0.139
C -4.7649 -1.6630 -0.3125 0.1 0.0 -0.2 -0.195
F -5.9275 -1.1496 -0.9058 -0.1 0.1 0.1 -0.077
C -2.1396 -2.1739 0.9503 -0.3 -1.1 0.0 -0.574
I -1.9200 -1.9655 3.0613 -0.1 -0.2 -0.3 1.096
C -1.9613 -3.4349 0.5046 0.0 1.0 0.4 -0.757
C -1.6862 -4.6532 1.3446 0.0 -0.2 -0.6 -0.244
I -1.8822 -3.8992 -1.5512 -0.2 0.1 0.0 0.999
O -1.1581 -0.8904 -0.7110 -0.1 0.5 0.3 -0.186
H 0.6218 3.5861 0.4935 -0.2 0.0 0.2 0.068
H 1.5420 2.6878 1.6994 0.0 0.0 0.2 0.081
H 2.3022 4.0106 0.7678 0.3 0.0 0.2 0.068
H 3.3814 1.3400 -1.2906 0.0 0.0 -0.1 0.037
H 1.2927 1.0270 -1.9198 -0.1 -0.3 -0.1 0.064
H 0.1389 2.1797 -1.2841 -0.3 -0.1 0.1 0.067
H 0.9373 -1.9465 1.5691 -0.2 0.0 0.2 0.014
H 2.0646 -0.6427 1.7637 0.1 0.1 0.0 0.054
H 2.3156 -1.4104 -0.9823 0.0 -0.1 -0.2 0.067
H 4.0136 -1.3963 1.3670 0.0 0.1 0.1 0.054
H 4.1729 -2.9545 0.5765 0.2 -0.1 -0.1 0.044
H 4.5070 -1.4442 -0.3065 0.1 -0.1 -0.1 0.061
H -2.2439 1.1309 -0.0510 -0.4 0.1 -0.2 0.112
H -4.5561 -0.4360 3.3435 -0.1 -0.1 0.1 -0.018
H -3.3540 0.5916 4.1224 0.0 0.0 0.2 0.000
H -5.0139 1.1789 3.8950 -0.1 0.1 0.0 0.025
H -5.0893 1.8273 -0.2354 0.0 -0.1 -0.2 0.031
H -5.9807 0.7212 0.8341 0.0 -0.2 -0.1 0.021
H -5.7958 2.4138 1.2426 -0.1 0.1 0.1 0.020
H -3.9337 3.6297 2.4764 0.0 0.1 0.1 0.006
H -2.3355 3.0520 2.9643 0.2 0.0 0.0 0.033
H -2.6552 3.5229 1.2732 0.2 0.1 0.0 0.033
H -3.8479 0.1003 -1.0749 0.0 0.2 0.2 0.105
H -3.2416 -1.3550 -1.7721 0.1 -0.1 -0.1 0.068
H -4.8677 -1.5899 0.7698 -0.1 0.1 0.1 0.113
H -4.7348 -2.7123 -0.5933 0.1 -0.2 0.1 0.093
H -1.7174 -5.5427 0.7199 0.0 -0.1 0.0 0.025
H -0.6818 -4.6067 1.7601 0.0 0.1 0.3 0.062
H -2.4305 -4.7791 2.1227 0.0 0.1 0.3 0.044
C -6.4763 6.4618 2.6758 0.0 0.0 -0.1 -0.109
C -5.3146 6.4041 1.6875 0.0 0.0 0.1 -0.266
C -4.0583 7.1164 2.1839 0.0 0.0 -0.1 -0.227
C -4.2220 8.6181 2.4261 0.0 0.0 0.0 -0.231
C -4.6906 9.4178 1.2114 0.1 0.0 0.0 -0.274
C -3.7176 9.3631 0.0368 -0.1 0.0 0.0 -0.113
H -6.7959 7.4878 2.8669 0.0 0.0 0.0 0.062
H -7.3393 5.9172 2.2898 0.0 0.0 0.0 0.068
H -6.1955 6.0104 3.6297 0.0 0.0 0.0 0.075
H -5.6316 6.8172 0.7256 0.0 0.0 0.0 0.100
H -5.0641 5.3579 1.5013 0.0 0.0 -0.1 0.082
H -3.2505 6.9467 1.4672 0.0 0.0 0.0 0.103
H -3.7308 6.6469 3.1163 0.0 0.0 0.0 0.110
H -3.2625 9.0206 2.7666 0.0 0.0 0.0 0.108
H -4.9242 8.7812 3.2486 0.0 0.0 0.0 0.099
H -4.8223 10.4608 1.5130 0.0 0.0 0.0 0.101
H -5.6748 9.0692 0.8872 0.0 0.0 0.0 0.096
H -2.7376 9.7474 0.3267 0.0 0.0 0.0 0.074
H -4.0810 9.9679 -0.7957 0.0 0.0 0.0 0.066
H -3.5861 8.3452 -0.3313 0.0 0.0 0.0 0.066
C 5.7613 1.0459 1.7152 0.0 0.0 0.1 -0.117
C 6.8347 1.9386 1.1027 -0.1 0.0 0.0 -0.266
C 7.1411 1.5896 -0.3520 0.1 0.0 -0.1 -0.226
C 7.6913 0.1793 -0.5727 0.0 0.0 0.0 -0.227
C 8.9704 -0.1428 0.1981 0.1 0.0 -0.1 -0.272
C 10.1509 0.7457 -0.1848 0.0 -0.1 0.1 -0.118
H 6.0695 -0.0016 1.7375 0.0 0.0 0.0 0.058
H 5.5496 1.3467 2.7436 0.0 0.0 0.0 0.070
H 4.8361 1.1227 1.1421 0.0 0.0 0.0 0.042
H 7.7476 1.8926 1.7066 0.0 0.0 0.0 0.093
H 6.4941 2.9763 1.1412 0.0 0.0 0.0 0.103
H 7.8459 2.3247 -0.7542 0.0 0.0 0.0 0.098
H 6.2237 1.7019 -0.9363 0.0 0.0 0.0 0.098
H 7.8791 0.0431 -1.6432 0.0 0.0 0.0 0.108
H 6.9260 -0.5547 -0.3070 0.0 0.0 0.0 0.089
H 9.2375 -1.1861 0.0069 0.0 0.0 0.0 0.102
H 8.7904 -0.0680 1.2736 0.0 0.0 0.0 0.097
H 10.3759 0.6540 -1.2497 0.0 0.0 0.0 0.071
H 11.0465 0.4627 0.3717 0.0 0.0 0.0 0.064
H 9.9500 1.7962 0.0294 0.0 0.0 0.0 0.063
C 0.5572 -9.7438 -5.7406 0.0 -0.1 0.1 -0.117
C -0.4731 -9.3838 -4.6736 0.0 0.0 -0.1 -0.273
C -0.6846 -7.8789 -4.5152 0.0 0.0 0.0 -0.229
C 0.5530 -7.0972 -4.0716 0.0 0.0 0.0 -0.225
C 1.1684 -7.5616 -2.7525 0.0 0.0 0.1 -0.264
C 0.2211 -7.4168 -1.5654 0.1 -0.1 0.0 -0.118
H 1.5427 -9.3434 -5.4998 0.0 0.0 0.0 0.064
H 0.6575 -10.8267 -5.8336 0.0 0.0 0.0 0.065
H 0.2605 -9.3499 -6.7150 0.0 0.0 0.0 0.072
H -0.1787 -9.8247 -3.7176 0.0 0.0 0.0 0.097
H -1.4302 -9.8418 -4.9385 0.0 0.0 0.0 0.101
H -1.4964 -7.7093 -3.8029 0.0 0.0 0.0 0.101
H -1.0324 -7.4677 -5.4686 0.0 0.0 0.0 0.108
H 0.2802 -6.0416 -3.9805 0.0 0.0 0.0 0.106
H 1.3154 -7.1433 -4.8551 0.0 0.0 0.0 0.099
H 2.0648 -6.9662 -2.5629 0.0 0.0 0.0 0.105
H 1.5045 -8.6002 -2.8342 0.0 0.0 0.0 0.095
H -0.0904 -6.3775 -1.4523 0.0 0.0 0.0 0.001
H 0.7108 -7.7269 -0.6405 0.0 0.0 0.0 0.072
H -0.6755 -8.0284 -1.6843 0.0 0.0 0.0 0.066